# C4H13NO2

2 unconnected molecules or ions with the total composition C4H13NO2 in a non-equilibrium geometry (ωB97M-V with the def2-TZVPD basis set, the OMol25 dataset).

Cartesian coordinates (Å):
C  0.72  -0.72  0.46
C  -0.78  -0.15  0.53
C  -0.96  0.96  -0.47
C  -2.23  1.45  -1.09
O  -3.39  1.49  -0.27
N  -1.57  -1.27  0.12
H  1.46  -0.11  1.04
H  0.91  -0.51  -0.48
H  0.62  -1.83  0.65
H  -0.97  0.02  1.54
H  -0.53  1.93  0.15
H  -0.45  0.80  -1.54
H  -2.04  2.49  -1.48
H  -2.25  0.98  -2.06
H  -4.15  1.53  -0.70
H  -2.43  -1.03  -0.35
H  -1.63  -1.96  0.82
H  6.70  -1.75  1.51
H  6.81  -0.59  0.51
O  6.95  -1.52  0.64

Values from the calculation:
* E: -365.3351 a.u.
* SMILES: C[C@H](N)CCO.O
* frontier orbital gap: 9.5013 eV
* charge: 0
* molecular weight: 107.15 g/mol
* HOMO: -8.70 eV



# C8H25CrF6N4O7P3

A molecular structure, C8H25CrF6N4O7P3 in a non-equilibrium geometry (ωB97M-V with the def2-TZVPD basis set, the OMol25 dataset).

Cartesian coordinates (Å):
Cr  0.38  0.15  0.22
N  1.69  0.64  1.86
C  2.63  -0.32  2.43
C  1.92  -1.66  2.67
N  1.28  -2.10  1.46
C  -0.01  -2.75  1.57
C  -1.07  -1.88  2.23
N  -1.32  -0.67  1.46
C  2.18  -2.68  0.48
C  2.04  -2.03  -0.90
N  2.22  -0.59  -0.81
H  2.20  1.46  1.55
H  1.08  0.98  2.60
H  3.05  0.04  3.38
H  3.46  -0.47  1.74
H  1.17  -1.51  3.45
H  2.64  -2.40  3.04
H  0.07  -3.69  2.14
H  -0.34  -2.98  0.56
H  -0.76  -1.58  3.24
H  -1.98  -2.48  2.35
H  -1.77  0.03  2.03
H  -1.94  -0.87  0.68
H  1.99  -3.76  0.37
H  3.21  -2.56  0.83
H  1.05  -2.22  -1.30
H  2.78  -2.50  -1.57
H  2.08  -0.16  -1.71
H  3.17  -0.36  -0.52
C  -2.99  1.24  -3.71
C  -1.68  0.70  -3.22
O  -0.81  0.46  -4.24
P  -0.79  1.70  -1.93
O  -1.66  1.46  -0.64
O  -1.04  3.20  -2.36
O  0.62  1.29  -1.94
P  -1.86  -0.95  -2.22
O  -3.20  -0.75  -1.35
O  -1.98  -2.04  -3.19
O  -0.69  -0.91  -1.28
H  -2.79  2.06  -4.40
H  -3.59  1.58  -2.88
H  -3.52  0.47  -4.28
H  0.05  0.17  -3.89
H  -1.89  2.27  -0.17
H  -0.27  3.77  -2.27
H  -3.93  -1.19  -1.79
F  0.59  2.81  0.18
P  -0.14  3.56  1.50
F  -0.71  2.01  1.84
F  -1.47  3.75  0.57
F  -0.89  4.10  2.77
F  0.41  4.95  1.02
F  1.17  3.22  2.35

Values from the calculation:
* E: -3733.4649 a.u.
* frontier orbital gap (spin up / spin down): 5.5064 / 6.2860 eV
* charge: +1
* spin multiplicity: 2
* molecular weight: 548.22 g/mol
* HOMO (spin up / spin down): -11.72 / -11.73 eV



# C10H8N2O

A single C10H8N2O molecule in a non-equilibrium geometry (ωB97M-V with the def2-TZVPD basis set, the OMol25 dataset).

Cartesian coordinates (Å):
C  1.08  2.02  0.29
C  1.50  0.82  -0.34
C  2.88  0.45  -0.37
C  2.91  -1.12  -0.04
C  1.61  -1.58  -0.03
C  -0.69  -0.21  -0.17
C  -1.37  -0.73  0.85
C  -2.78  -0.89  0.70
C  -3.33  -0.01  -0.22
C  -1.39  0.62  -1.09
H  1.85  2.73  0.12
H  3.64  1.32  -0.31
H  3.95  -1.69  -0.27
H  1.39  -2.64  -0.34
H  -0.66  -1.14  1.59
H  -3.40  -1.51  1.50
H  -4.41  -0.12  -0.25
H  -0.74  1.29  -1.60
N  0.74  -0.32  -0.12
N  -2.68  0.70  -1.14
O  -0.12  2.02  1.23

Values from the calculation:
* E: -570.3890 a.u.
* SMILES: O=Cc1cccn1-c1cccnc1
* frontier orbital gap: 7.8464 eV
* charge: 0
* molecular weight: 172.19 g/mol
* HOMO: -8.89 eV



# C3H7N3

A single C3H7N3 molecule in a non-equilibrium geometry (ωB97M-V with the def2-TZVPD basis set, the OMol25 dataset).

Cartesian coordinates (Å):
C  -1.04  1.10  0.47
N  0.30  1.59  0.25
C  0.60  -1.15  -0.88
C  0.31  -1.97  0.14
N  1.35  1.06  -0.37
N  1.43  -0.06  -0.85
H  0.45  2.59  0.43
H  0.36  -1.45  -1.90
H  -1.29  1.21  1.52
H  -1.10  0.05  0.20
H  -1.77  1.66  -0.13
H  -0.18  -2.91  -0.04
H  0.59  -1.74  1.15

Values from the calculation:
* E: -282.6589 a.u.
* SMILES: C=C/N=N\NC
* frontier orbital gap: 9.2632 eV
* charge: 0
* molecular weight: 85.11 g/mol
* HOMO: -8.27 eV